1.
DFT (ωB97M-V/def2-TZVPD) results for a cluster of 2 separate species, C7H18 in total at a distorted geometry.

The calculation puts the total energy at -277.4576 hartree. As for the SMILES: CC(C)C.CCC. Its relative energy (zero: lowest compared OMol25 entry of this formula, charge and spin) is 25.6 kcal/mol. Its multiplicity is 1. Its charge is 0.

Geometry as XYZ:
```
25
Properties=species:S:1:pos:R:3:forces:R:3
C 1.8775 -2.5064 -0.8756 1.8 0.8 2.0
C 2.5100 -1.1341 -0.5268 0.1 0.7 0.0
C 0.5244 -2.6658 -0.1526 0.8 -0.5 -2.3
H 1.9824 -2.6487 -1.9440 -0.6 -0.3 -0.1
H 2.5906 -3.1576 -0.3403 -0.4 -0.6 -0.8
H 3.3305 -0.8202 -1.1662 -0.2 -0.1 -0.9
H 3.0788 -1.0478 0.4139 -0.9 -0.5 0.3
H 0.7926 -2.6830 0.8970 -0.8 0.2 0.2
H -0.1621 -1.9069 -0.5364 0.0 0.3 0.8
H 1.7302 -0.3658 -0.5579 0.4 0.0 0.1
H 0.0913 -3.6024 -0.5187 0.0 -0.1 0.7
C -1.1666 1.2728 0.5481 -0.5 0.6 -1.4
C -0.0628 1.9622 -0.3281 -0.4 -0.9 1.0
C -1.5522 2.1501 1.7130 1.0 -1.2 1.4
C -2.4069 1.0308 -0.3318 0.5 -1.5 -0.5
H -0.8702 0.2704 0.8812 0.2 0.3 0.0
H 0.2533 2.8893 0.1513 0.0 0.1 -0.3
H -1.6454 3.1608 1.3251 -0.6 0.2 0.6
H -2.3529 1.6885 2.3046 -0.8 0.7 -0.7
H -0.7954 2.0663 2.5180 0.4 0.7 -0.6
H -3.1253 0.4772 0.2681 -0.6 0.3 -0.1
H -2.8427 1.8369 -0.9279 0.0 0.4 0.8
H -2.1244 0.3175 -1.1196 0.1 -0.1 0.1
H -0.4487 2.1181 -1.3336 0.2 0.2 0.0
H 0.7940 1.2979 -0.3607 0.2 0.2 -0.3
```
Forces are in eV/Å.


2.
DFT (ωB97M-V/def2-TZVPD) results for a structure of composition C7H18BClNO8P at a distorted geometry.

The calculation puts the total energy at -1760.8163 hartree. Its multiplicity is 1. Its charge is 0.

Geometry as XYZ:
```
37
Properties=species:S:1:pos:R:3:forces:R:3
N 4.9601 -2.8618 1.8538 0.0 1.0 -0.8
B 5.2603 -1.5770 1.1944 1.8 -0.6 0.7
O 6.6220 -1.3199 0.8834 -2.5 -0.1 -0.5
O 4.2755 -0.5871 0.7919 -1.0 1.4 1.9
P 3.6362 0.1542 2.1505 2.1 -1.4 3.3
O 4.3890 -0.3379 3.3784 -1.4 0.7 -2.7
O 3.8935 1.8125 2.0472 -1.1 -2.6 -0.9
O 2.0381 -0.2101 2.3783 2.6 1.9 -1.9
C 1.1643 0.3872 1.3849 -2.1 -0.5 -0.5
C 0.4854 -0.7426 0.5173 0.2 0.2 -0.1
C 0.0320 -1.9831 1.3877 0.1 0.6 -0.5
Cl 1.1927 -3.3673 1.0487 -0.8 0.5 0.3
H 4.4300 -3.4294 1.1933 0.0 -0.2 0.5
H 4.4620 -2.7476 2.7333 -0.1 -0.1 -0.3
H 6.6479 -0.6632 0.1725 0.3 0.1 0.3
H 4.8635 1.8850 2.0365 -0.2 0.1 0.1
H 1.6445 1.1714 0.7535 -0.1 -0.7 0.5
H 0.3283 0.8827 1.9503 0.9 -0.3 -0.4
H 1.1627 -1.1100 -0.2983 -0.5 0.4 0.9
H -0.3844 -0.2748 -0.0160 0.6 -0.4 0.6
H -1.0029 -2.2937 1.1156 1.0 0.0 0.1
H 0.0770 -1.7918 2.4814 0.1 -0.1 -0.8
C -4.0575 2.1838 -4.2291 -0.2 0.1 0.2
C -3.2923 0.9709 -3.7373 -0.2 0.1 -0.6
O -2.9403 1.1027 -2.3533 0.1 -0.2 0.2
C -3.9312 0.8793 -1.4872 0.2 0.2 -0.1
O -5.0601 0.5753 -1.7626 0.0 -0.1 0.0
O -3.4534 1.0760 -0.2528 0.1 -0.1 -0.1
C -4.4409 0.9655 0.7723 -0.2 0.0 0.4
H -3.4986 3.0987 -4.0216 0.1 -0.1 -0.1
H -4.2400 2.1140 -5.3021 0.1 0.0 0.0
H -5.0196 2.2753 -3.7230 0.0 -0.1 -0.1
H -2.3544 0.8856 -4.2868 0.1 0.0 0.3
H -3.8504 0.0477 -3.9042 -0.1 0.1 0.2
H -4.9774 0.0193 0.7054 0.0 0.1 -0.1
H -5.1354 1.8042 0.7127 -0.1 -0.1 -0.1
H -3.9263 1.0061 1.7309 0.2 0.0 -0.2
```
Forces are in eV/Å.


3.
DFT (ωB97M-V/def2-TZVPD) results for a structure of composition C7H18BrNO4SSb at a distorted geometry.

The calculation puts the total energy at -3845.6867 hartree. Its multiplicity is 1. Its charge is -1.

Geometry as XYZ:
```
33
Properties=species:S:1:pos:R:3:forces:R:3
C 5.3723 0.5086 0.2473 -0.1 -0.3 0.0
C 3.9572 0.1675 0.6345 -0.9 0.6 1.4
O 3.3679 0.8196 1.4819 0.5 -0.7 -1.2
O 3.4177 -0.8999 0.0122 0.5 0.6 -0.5
C 2.0812 -0.6781 -0.5243 -0.3 0.0 0.3
C 0.9656 -1.0787 0.4255 0.1 -0.1 -0.8
C -0.1763 -1.6893 -0.3962 0.1 -0.4 0.2
C -1.4777 -1.8499 0.3794 0.3 0.1 0.1
Sb -2.5153 -0.0120 0.9331 -0.6 -0.4 0.3
N -4.0798 -0.4159 -0.3877 0.5 0.6 -0.1
Br -3.8439 -1.3180 2.8371 0.0 -0.1 0.3
S -1.4466 1.3197 -0.9509 0.3 0.5 -0.5
C -2.3350 2.8798 -0.9922 -0.1 -0.2 0.1
O -0.0523 1.6679 -0.6595 0.1 0.1 0.2
O -1.6679 0.7208 -2.2632 -0.1 -0.2 -0.2
H 6.0108 0.3077 1.1004 0.2 0.0 0.1
H 5.7226 -0.0429 -0.6156 0.0 -0.1 -0.1
H 5.4017 1.5717 0.0447 0.0 0.2 0.0
H 2.0404 -1.2874 -1.4214 0.2 -0.2 -0.1
H 1.9831 0.3600 -0.8240 0.0 0.2 0.0
H 0.6385 -0.2195 0.9930 0.1 0.1 0.3
H 1.3802 -1.8523 1.0661 -0.1 0.0 0.4
H -0.3099 -1.1687 -1.3404 -0.1 0.3 0.0
H 0.1666 -2.6942 -0.6627 0.0 -0.1 -0.2
H -1.2469 -2.3391 1.3243 -0.1 0.1 0.3
H -2.1815 -2.4997 -0.1309 -0.2 0.0 -0.2
H -3.4369 1.4028 1.3565 0.0 0.0 -0.1
H -1.2790 0.4569 2.0697 0.0 0.0 -0.1
H -3.9946 -1.3321 -0.8000 -0.2 -0.2 0.0
H -4.9630 -0.3241 0.0915 -0.1 -0.2 0.1
H -3.3503 2.6836 -1.3159 -0.1 -0.1 -0.1
H -1.8045 3.5019 -1.7039 0.1 0.1 -0.1
H -2.3445 3.3333 -0.0082 0.1 0.1 0.2
```
Forces are in eV/Å.


Kohn-Sham gap (eV)
11.915, 9.873, 7.901